Record 1
90
Properties=species:S:1:pos:R:3 method="wB97M-V/def2-TZVPD" total_energy_ha=-3529.4149 total_charge=-2 e_homo_ev=-1.96 e_above_lowest_ev=1.963
K 0.771 0.127 -0.177
C -1.529 2.299 4.618
C -1.465 3.683 3.974
C -0.788 4.681 4.914
C -0.801 3.642 2.613
C 0.559 3.372 2.469
C 1.152 3.347 1.216
C 0.413 3.588 0.056
C 1.064 3.573 -1.302
C -0.948 3.823 0.206
C -1.543 3.852 1.459
H -2.111 2.322 5.543
H -0.525 1.946 4.869
H -1.977 1.568 3.944
H -2.493 4.025 3.812
H 0.230 4.363 5.149
H -1.334 4.763 5.858
H -0.728 5.672 4.460
H 1.168 3.162 3.341
H 2.209 3.118 1.125
H 1.833 4.347 -1.368
H 0.327 3.764 -2.083
H 1.545 2.617 -1.535
H -1.557 3.963 -0.680
H -2.611 4.031 1.539
N 0.300 -0.285 2.608
C 0.820 -1.579 3.097
C 0.960 -2.661 1.994
O 0.183 -3.661 2.102
N 1.887 -2.382 1.114
C 1.982 -3.260 -0.050
C 1.706 -2.393 -1.293
O 2.671 -2.136 -2.083
O 0.556 -1.907 -1.367
H 0.055 0.316 3.385
H -0.574 -0.427 2.099
H 0.185 -2.015 3.880
H 1.813 -1.391 3.512
H 1.255 -4.081 -0.028
H 2.989 -3.676 -0.139
C -6.297 -4.876 5.608
C -5.174 -3.876 5.838
N -4.281 -3.758 4.694
C -2.908 -4.236 4.850
C -2.808 -5.752 4.898
C -4.714 -3.003 3.642
O -5.790 -2.418 3.675
C -3.800 -2.950 2.462
C -3.472 -4.102 1.749
C -2.538 -4.019 0.741
C -1.916 -2.794 0.508
N -2.256 -1.687 1.163
C -3.201 -1.756 2.095
H -6.939 -4.941 6.490
H -5.897 -5.870 5.402
H -6.909 -4.565 4.762
H -4.567 -4.177 6.694
H -5.594 -2.892 6.055
H -2.511 -3.811 5.779
H -2.291 -3.843 4.045
H -3.357 -6.165 5.748
H -1.763 -6.052 4.990
H -3.206 -6.198 3.987
H -3.931 -5.049 2.010
H -2.227 -4.892 0.187
H -1.115 -2.687 -0.219
H -3.445 -0.834 2.615
C -4.517 1.258 -1.637
C -3.929 -0.143 -1.695
S -2.123 -0.175 -1.634
O -1.704 0.904 -0.676
C -1.676 0.467 -3.253
C -1.846 -0.563 -4.357
H -5.559 1.227 -1.312
H -4.481 1.753 -2.608
H -3.948 1.860 -0.926
H -4.210 -0.684 -2.602
H -4.236 -0.744 -0.839
H -0.612 0.695 -3.140
H -2.218 1.401 -3.424
H -1.217 -1.427 -4.148
H -1.502 -0.136 -5.299
H -2.886 -0.879 -4.484
F 3.358 -1.109 -4.987
Te 2.786 -0.183 -3.456
F 3.850 1.226 -4.194
F 4.519 -0.656 -2.836
F 1.518 1.006 -4.393
F 1.225 -1.232 -3.881
O 2.332 0.624 -1.886

***

Record 2
79
Properties=species:S:1:pos:R:3 method="wB97M-V/def2-TZVPD" total_energy_ha=-4659.6706 total_charge=+2 e_homo_ev="-12.19 / -12.10" e_above_lowest_ev=0.784
N -6.980 5.452 -5.047
C -6.834 5.984 -3.826
C -6.058 5.368 -2.829
C -5.388 4.168 -3.124
C -5.649 3.581 -4.389
C -6.399 4.290 -5.334
C -4.385 3.570 -2.239
Mg 0.533 0.159 1.282
P 5.813 -0.812 0.418
C -3.546 2.611 -2.714
C -2.535 1.960 -1.940
C -1.429 1.407 -2.619
C -0.396 0.833 -1.875
C -0.541 0.831 -0.508
C -1.564 1.429 0.210
C -2.618 1.984 -0.530
Br 2.323 0.700 -0.309
H -4.272 4.015 -1.247
H -3.536 2.381 -3.781
H -5.941 5.856 -1.859
H -5.237 2.618 -4.675
H -7.347 6.924 -3.633
H -6.516 3.870 -6.339
H -1.368 1.502 -3.710
H -3.474 2.468 -0.051
H 0.477 0.446 -2.394
H -1.590 1.488 1.299
P -0.654 -1.958 0.452
C 5.603 0.979 0.751
C 6.661 1.858 0.063
H 5.665 1.095 1.847
H 4.588 1.263 0.422
H 6.513 2.905 0.348
H 7.678 1.579 0.357
H 6.587 1.792 -1.027
C 5.105 -1.088 -1.253
C 5.625 -2.354 -1.946
H 5.383 -0.208 -1.856
H 4.010 -1.086 -1.146
H 5.205 -2.437 -2.955
H 6.716 -2.320 -2.053
H 5.364 -3.266 -1.400
C 4.750 -1.699 1.611
C 5.456 -1.946 2.960
H 4.514 -2.669 1.139
H 3.817 -1.121 1.724
H 4.872 -2.639 3.577
H 6.445 -2.396 2.817
H 5.584 -1.018 3.526
C -0.616 -3.298 1.703
C -1.618 -4.448 1.597
H -0.711 -2.793 2.678
H 0.409 -3.694 1.644
H -2.620 -4.159 1.935
H -1.698 -4.859 0.583
H -1.282 -5.263 2.251
C 0.378 -2.651 -0.905
C -0.156 -2.481 -2.320
H 0.518 -3.712 -0.659
H 1.352 -2.148 -0.806
H -1.067 -3.067 -2.491
H -0.371 -1.436 -2.556
H 0.605 -2.822 -3.030
C -2.354 -1.948 -0.217
C -3.452 -1.601 0.791
H -2.529 -2.924 -0.693
H -2.337 -1.192 -1.017
H -4.252 -1.061 0.270
H -3.897 -2.499 1.232
H -3.100 -0.950 1.601
C 0.244 0.371 6.662
C -0.786 -0.216 5.676
C -0.447 -0.027 4.279
N -0.110 0.038 3.166
H 1.234 -0.079 6.506
H -0.040 0.176 7.702
H 0.329 1.455 6.514
H -0.889 -1.303 5.827
H -1.771 0.241 5.876